Entry from the Open Molecules 2025 dataset: a 13-piece molecular cluster, C52H82N4O18 overall in a non-equilibrium geometry (wB97M-V/def2-TZVPD).

Bonds (Å) are listed after each position.
CARTESIAN COORDINATES (ANGSTROEM)
1 O -5.91 -4.62 -1.14  C2 1.222
2 C -4.88 -4.83 -0.52  O1 1.222, O3 1.336, C6 1.510
3 O -3.81 -4.06 -0.75  C2 1.336, C4 1.413
4 C -2.70 -4.57 -0.03  O3 1.413, C5 1.543, H7 1.090, H8 1.090
5 C -3.34 -5.42 1.08  C4 1.543, C6 1.470, H9 1.090, H10 1.090
6 C -4.63 -5.87 0.54  C2 1.510, C5 1.470, H11 1.090, H12 1.090
7 H -2.00 -3.84 0.38  C4 1.090
8 H -2.22 -5.33 -0.66  C4 1.090
9 H -3.61 -4.85 1.98  C5 1.090
10 H -2.74 -6.27 1.41  C5 1.090
11 H -5.39 -5.89 1.32  C6 1.090
12 H -4.55 -6.87 0.10  C6 1.090
13 O 1.39 -3.51 -3.27  C14 1.225
14 C 1.50 -4.01 -2.16  O13 1.225, O15 1.341, C18 1.507
15 O 0.55 -3.87 -1.23  C14 1.341, C16 1.432
16 C 0.91 -4.48 0.01  O15 1.432, C17 1.520, H19 1.090, H20 1.090
17 C 2.42 -4.43 -0.11  C16 1.520, C18 1.520, H21 1.090, H22 1.090
18 C 2.67 -4.76 -1.57  C14 1.507, C17 1.520, H23 1.090, H24 1.090
19 H 0.46 -5.48 0.03  C16 1.090
20 H 0.53 -3.99 0.90  C16 1.090
21 H 2.89 -5.14 0.58  C17 1.090
22 H 2.71 -3.40 0.09  C17 1.090
23 H 2.54 -5.82 -1.80  C18 1.090
24 H 3.55 -4.37 -2.08  C18 1.090
25 O -3.26 4.99 2.92  C26 1.238
26 C -2.69 4.02 3.43  O25 1.238, O27 1.348, C30 1.537
27 O -2.21 3.02 2.66  C26 1.348, C28 1.416
28 C -1.61 1.96 3.39  O27 1.416, C29 1.507, H31 1.090, H32 1.090
29 C -1.82 2.33 4.84  C28 1.507, C30 1.542, H33 1.090, H34 1.090
30 C -2.20 3.83 4.88  C26 1.537, C29 1.542, H35 1.090, H36 1.090
31 H -0.55 1.93 3.15  C28 1.090
32 H -2.08 1.00 3.19  C28 1.090
33 H -0.95 2.12 5.46  C29 1.090
34 H -2.61 1.73 5.28  C29 1.090
35 H -1.37 4.50 5.05  C30 1.090
36 H -3.01 4.07 5.57  C30 1.090
37 O 0.55 4.41 0.16  C38 1.233
38 C -0.63 4.77 0.09  O37 1.233, O39 1.404, C42 1.514
39 O -1.69 3.98 -0.39  C38 1.404, C40 1.401
40 C -2.93 4.63 -0.33  O39 1.401, C41 1.522, H43 1.090, H44 1.090
41 C -2.55 6.10 -0.16  C40 1.522, C42 1.527, H45 1.090, H46 1.090
42 C -1.16 6.13 0.47  C38 1.514, C41 1.527, H47 1.090, H48 1.090
43 H -3.47 4.26 0.54  C40 1.090
44 H -3.51 4.53 -1.25  C40 1.090
45 H -3.26 6.57 0.51  C41 1.090
46 H -2.71 6.69 -1.06  C41 1.090
47 H -1.18 6.16 1.56  C42 1.090
48 H -0.54 6.97 0.14  C42 1.090
49 O -5.66 1.82 -1.07  C50 1.210
50 C -5.33 0.78 -0.55  O49 1.210, O51 1.313, C54 1.533
51 O -6.21 -0.17 -0.33  C50 1.313, C52 1.385
52 C -5.71 -1.29 0.31  O51 1.385, C53 1.481, H55 1.090, H56 1.090
53 C -4.43 -0.83 0.88  C52 1.481, C54 1.536, H57 1.090, H58 1.090
54 C -3.96 0.32 -0.03  C50 1.533, C53 1.536, H59 1.090, H60 1.090
55 H -5.57 -2.12 -0.38  C52 1.090
56 H -6.31 -1.62 1.16  C52 1.090
57 H -3.72 -1.66 0.96  C53 1.090
58 H -4.49 -0.51 1.92  C53 1.090
59 H -3.37 -0.06 -0.86  C54 1.090
60 H -3.46 1.11 0.53  C54 1.090
61 O -0.14 -0.34 5.80  C62 1.238
62 C -1.00 -1.23 5.86  O61 1.238, O63 1.369, C66 1.549
63 O -1.82 -1.42 6.94  C62 1.369, C64 1.408
64 C -2.76 -2.43 6.70  O63 1.408, C65 1.528, H67 1.090, H68 1.090
65 C -2.12 -3.22 5.56  C64 1.528, C66 1.527, H69 1.090, H70 1.090
66 C -1.38 -2.20 4.71  C62 1.549, C65 1.527, H71 1.090, H72 1.090
67 H -3.67 -1.90 6.42  C64 1.090
68 H -2.87 -3.11 7.55  C64 1.090
69 H -2.82 -3.80 4.97  C65 1.090
70 H -1.49 -4.03 5.95  C65 1.090
71 H -2.10 -1.76 4.02  C66 1.090
72 H -0.49 -2.64 4.26  C66 1.090
73 O 5.12 -3.98 -4.05  C74 1.224
74 C 4.51 -2.92 -4.04  O73 1.224, O75 1.345, C78 1.515
75 O 4.43 -2.16 -2.93  C74 1.345, C76 1.450
76 C 3.67 -0.94 -3.12  O75 1.450, C77 1.549, H79 1.090, H80 1.090
77 C 3.53 -0.82 -4.65  C76 1.549, C78 1.532, H81 1.090, H82 1.090
78 C 3.72 -2.26 -5.15  C74 1.515, C77 1.532, H83 1.090, H84 1.090
79 H 4.18 -0.05 -2.73  C76 1.090
80 H 2.70 -1.12 -2.67  C76 1.090
81 H 4.35 -0.25 -5.09  C77 1.090
82 H 2.58 -0.34 -4.89  C77 1.090
83 H 4.16 -2.32 -6.15  C78 1.090
84 H 2.77 -2.79 -5.21  C78 1.090
85 O -3.37 -0.77 -3.32  C86 1.235
86 C -3.86 0.30 -3.68  O85 1.235, O87 1.298, C90 1.524
87 O -5.10 0.34 -4.06  C86 1.298, C88 1.387
88 C -5.55 1.60 -4.41  O87 1.387, C89 1.546, H91 1.090, H92 1.090
89 C -4.36 2.55 -4.14  C88 1.546, C90 1.559, H93 1.090, H94 1.090
90 C -3.19 1.67 -3.60  C86 1.524, C89 1.559, H95 1.090, H96 1.090
91 H -6.27 1.99 -3.69  C88 1.090
92 H -6.04 1.68 -5.38  C88 1.090
93 H -4.61 3.36 -3.44  C89 1.090
94 H -4.07 2.97 -5.10  C89 1.090
95 H -2.89 1.87 -2.57  C90 1.090
96 H -2.29 1.77 -4.20  C90 1.090
97 O -0.49 -1.93 1.56  C98 1.239
98 C -0.07 -0.95 0.94  O97 1.239, O99 1.292, C102 1.506
99 O 0.46 0.08 1.51  C98 1.292, C100 1.411
100 C 0.79 1.12 0.61  O99 1.411, C101 1.543, H103 1.090, H104 1.090
101 C -0.06 0.79 -0.64  C100 1.543, C102 1.508, H105 1.090, H106 1.090
102 C -0.13 -0.72 -0.55  C98 1.506, C101 1.508, H107 1.090, H108 1.090
103 H 1.84 1.14 0.31  C100 1.090
104 H 0.45 2.07 1.02  C100 1.090
105 H 0.33 1.23 -1.55  C101 1.090
106 H -1.05 1.24 -0.56  C101 1.090
107 H 0.80 -1.18 -0.87  C102 1.090
108 H -1.02 -1.20 -0.95  C102 1.090
109 C -1.39 4.82 -3.82  C110 1.514, H114 1.090, H115 1.090, H116 1.090
110 C -0.17 4.94 -4.70  C109 1.514, C111 1.513, H117 1.090, H118 1.090
111 C 0.14 3.80 -5.64  C110 1.513, C112 1.448, H119 1.090, H120 1.090
112 C 0.62 2.71 -4.81  C111 1.448, N113 1.171
113 N 1.13 1.89 -4.15  C112 1.171
114 H -2.28 4.91 -4.44  C109 1.090
115 H -1.36 5.50 -2.96  C109 1.090
116 H -1.32 3.84 -3.35  C109 1.090
117 H 0.67 5.09 -4.02  C110 1.090
118 H -0.34 5.86 -5.26  C110 1.090
119 H 0.99 4.10 -6.25  C111 1.090
120 H -0.71 3.46 -6.23  C111 1.090
121 C 4.50 3.35 0.34  C122 1.484, H126 1.090, H127 1.090, H128 1.090
122 C 4.97 2.98 -1.02  C121 1.484, C123 1.527, H129 1.090, H130 1.090
123 C 3.84 2.92 -2.04  C122 1.527, C124 1.486, H131 1.090, H132 1.090
124 C 3.28 4.26 -2.37  C123 1.486, N125 1.149
125 N 2.89 5.30 -2.64  C124 1.149
126 H 5.31 3.60 1.01  C121 1.090
127 H 3.96 2.52 0.79  C121 1.090
128 H 3.99 4.32 0.38  C121 1.090
129 H 5.49 2.02 -0.95  C122 1.090
130 H 5.68 3.66 -1.49  C122 1.090
131 H 2.99 2.29 -1.75  C123 1.090
132 H 4.35 2.61 -2.95  C123 1.090
133 C 2.57 -2.54 4.94  C134 1.603, H138 1.090, H139 1.090, H140 1.090
134 C 3.08 -1.72 3.66  C133 1.603, C135 1.537, H141 1.090, H142 1.090
135 C 2.88 -0.20 3.65  C134 1.537, C136 1.513, H143 1.090, H144 1.090
136 C 3.44 0.47 4.88  C135 1.513, N137 1.125
137 N 3.88 0.93 5.81  C136 1.125
138 H 2.86 -2.17 5.92  C133 1.090
139 H 2.86 -3.57 4.75  C133 1.090
140 H 1.48 -2.58 4.98  C133 1.090
141 H 2.67 -2.19 2.77  C134 1.090
142 H 4.16 -1.87 3.52  C134 1.090
143 H 1.81 0.00 3.61  C135 1.090
144 H 3.28 0.15 2.70  C135 1.090
145 C 6.04 -3.59 0.82  C146 1.578, H150 1.090, H151 1.090, H152 1.090
146 C 6.61 -2.98 -0.53  C145 1.578, C147 1.543, H153 1.090, H154 1.090
147 C 6.48 -1.45 -0.42  C146 1.543, C148 1.462, H155 1.090, H156 1.090
148 C 5.15 -0.90 -0.20  C147 1.462, N149 1.164
149 N 4.10 -0.42 -0.07  C148 1.164
150 H 6.57 -3.33 1.73  C145 1.090
151 H 6.15 -4.67 0.77  C145 1.090
152 H 4.99 -3.31 0.96  C145 1.090
153 H 6.02 -3.39 -1.35  C146 1.090
154 H 7.66 -3.23 -0.66  C146 1.090
155 H 6.90 -0.97 -1.31  C147 1.090
156 H 7.13 -1.13 0.40  C147 1.090

Computed properties:
* Kohn-Sham gap: 9.97 eV
* total energy: -3603.98228 hartree
* LUMO: 0.13 eV
* charge: 0